No. 1
{"formula": "C29H52FNO11P", "method": "ωB97M-V with the def2-TZVPD basis set", "symbols": ["C", "O", "C", "C", "C", "C", "C", "C", "C", "C", "C", "C", "C", "C", "C", "O", "C", "C", "C", "O", "C", "C", "O", "O", "C", "O", "C", "C", "O", "C", "C", "N", "C", "C", "F", "H", "H", "H", "H", "H", "H", "H", "H", "H", "H", "H", "H", "H", "H", "H", "H", "H", "H", "H", "H", "H", "H", "H", "H", "H", "H", "H", "H", "H", "H", "H", "H", "H", "H", "H", "H", "H", "H", "H", "H", "H", "H", "H", "C", "O", "P", "O", "O", "C", "O", "C", "H", "H", "H", "H", "H", "H", "H", "H", "H"], "coordinates": [[4.4457, 1.2639, 3.5591], [5.8303, 1.5607, 3.6041], [6.5101, 1.1070, 2.4168], [7.0863, -0.3173, 2.6722], [6.5325, -1.4395, 1.7469], [6.3481, -1.0328, 0.2548], [4.8077, -0.8751, -0.0413], [4.2034, -2.0755, -0.8362], [3.4166, -3.0783, 0.0705], [1.8917, -3.1282, -0.2413], [1.0326, -2.2831, 0.7380], [-0.4760, -2.5954, 0.4778], [-1.2928, -2.9224, 1.7519], [-1.6701, -1.7217, 2.6043], [-2.3893, -0.6654, 2.0297], [-2.7798, -0.7183, 0.7227], [-4.1659, -1.2085, 0.6636], [-5.0155, -0.4476, -0.3753], [-4.1843, -0.2058, -1.6449], [-6.1640, -1.2343, -0.6758], [-2.7290, 0.4776, 2.7816], [-3.4707, 1.7033, 2.2523], [-3.9535, 2.4792, 3.0311], [-3.5469, 1.9082, 0.8983], [-2.5127, 2.7577, 0.4088], [-1.2520, 2.4676, 0.9612], [-0.5062, 1.5432, 0.2444], [-0.2519, 1.6353, -1.2573], [0.0058, 0.6440, 0.8676], [-2.3509, 0.5114, 4.1260], [-1.6649, -0.5496, 4.6467], [-1.3489, -1.6262, 3.9106], [-0.6276, -2.6990, 4.6300], [0.8770, -2.3395, 4.7585], [-1.1154, -2.7719, 5.9211], [4.1895, 0.4441, 2.8655], [4.0818, 0.9561, 4.5520], [3.9218, 2.1730, 3.2080], [5.7682, 1.1521, 1.6066], [7.3548, 1.7834, 2.2238], [6.7948, -0.5823, 3.7017], [8.1853, -0.3149, 2.6670], [5.6311, -1.8835, 2.1958], [7.2858, -2.2495, 1.7604], [6.7896, -1.7492, -0.4498], [6.8185, -0.0581, 0.0528], [4.6396, 0.0916, -0.5420], [4.2656, -0.8245, 0.9162], [5.0168, -2.6155, -1.3392], [3.5534, -1.6523, -1.6195], [3.5470, -2.8512, 1.1384], [3.8176, -4.0731, -0.1790], [1.5550, -4.1795, -0.2357], [1.7367, -2.7695, -1.2732], [1.1892, -1.2413, 0.4230], [1.3485, -2.3978, 1.7854], [-0.8928, -1.7922, -0.1378], [-0.5088, -3.5033, -0.1485], [-0.7626, -3.7174, 2.2856], [-2.2474, -3.3677, 1.4153], [-4.0932, -2.2687, 0.3579], [-4.6123, -1.1872, 1.6690], [-5.4178, 0.4993, 0.0040], [-3.2952, 0.4119, -1.4506], [-4.7743, 0.3173, -2.4101], [-3.8276, -1.1515, -2.0860], [-5.8544, -2.0404, -1.1106], [-2.7588, 3.7885, 0.7132], [-2.5626, 2.7332, -0.6845], [0.7364, 2.1012, -1.3840], [-0.2011, 0.6069, -1.6367], [-1.0145, 2.1721, -1.8326], [-2.5968, 1.3678, 4.7497], [-1.3773, -0.4738, 5.6935], [-0.7982, -3.6875, 4.2017], [1.0063, -1.9044, 5.7620], [1.5214, -3.2189, 4.6660], [1.1273, -1.5363, 4.0521], [-4.7963, 3.3829, -4.1052], [-4.4290, 2.8561, -5.3819], [-2.8783, 2.7908, -5.7084], [-2.0291, 2.2722, -4.6354], [-2.5020, 4.2703, -6.1529], [-3.3868, 4.9821, -7.0257], [-2.8691, 1.9564, -7.0511], [-1.5879, 1.5720, -7.5640], [-5.8295, 3.7168, -4.1626], [-4.7117, 2.6035, -3.3478], [-4.1654, 4.2312, -3.8320], [-4.0865, 5.5684, -6.4301], [-3.9413, 4.3073, -7.6778], [-2.7927, 5.6566, -7.6377], [-1.0158, 1.0390, -6.8051], [-1.0350, 2.4521, -7.8953], [-1.7493, 0.9120, -8.4121]], "forces_ev_per_angstrom": [[-0.201, 0.287, -0.098], [0.010, -0.258, -0.364], [0.170, -0.354, 0.877], [-0.745, -0.293, -0.099], [1.557, -0.357, -0.252], [-1.394, 0.442, 0.562], [0.505, -0.254, -0.257], [-0.008, 0.673, 0.618], [-0.300, -0.087, -1.228], [0.389, -0.151, 0.558], [-0.248, 0.097, -1.513], [0.868, -0.189, 0.079], [-0.565, 0.125, -0.590], [0.210, -0.411, -0.622], [-0.199, 1.277, -0.107], [-0.591, -0.493, 0.965], [-0.060, -0.296, -0.314], [0.390, -0.163, -0.731], [0.119, 0.337, -0.114], [0.334, -0.046, 0.303], [0.196, -0.506, -0.146], [-0.286, 0.722, 0.550], [0.285, -0.619, -0.474], [0.765, -0.790, 0.375], [-0.587, 1.922, -0.026], [-0.253, -0.596, -1.173], [0.740, -1.376, 0.240], [-0.533, 0.235, 0.285], [-0.302, 0.854, 0.011], [-0.188, 0.125, -0.568], [-0.154, 0.996, 0.776], [-0.299, -0.221, 0.233], [1.694, -0.443, 1.010], [-0.615, 0.457, 0.041], [-0.450, 0.150, -0.505], [0.265, 0.159, 0.143], [0.213, 0.339, -0.208], [-0.135, -0.401, 0.253], [0.533, -0.076, -0.127], [-0.523, 0.075, 0.019], [0.223, 0.191, -0.262], [-0.322, 0.116, -0.234], [0.068, 0.273, -0.398], [-0.333, 0.195, 0.196], [-0.109, 0.084, 0.314], [0.091, -0.391, 0.167], [-0.066, -0.404, -0.085], [0.186, 0.202, -0.259], [-0.248, 0.213, 0.018], [0.075, -0.397, 0.200], [0.231, -0.224, -0.300], [-0.083, 0.227, 0.562], [0.050, 0.305, 0.150], [-0.118, -0.107, 0.358], [0.103, -0.218, 0.672], [-0.127, -0.145, -0.268], [-0.201, -0.201, 0.418], [-0.152, 0.239, 0.295], [-0.125, 0.377, 0.040], [0.260, 0.147, 0.232], [-0.171, 0.359, 0.006], [0.038, 0.115, -0.325], [0.274, -0.288, 0.063], [-0.263, -0.210, 0.052], [0.017, -0.236, 0.277], [-0.163, 0.187, 0.210], [-0.189, 0.079, -0.041], [0.204, -0.381, 0.079], [0.124, -0.411, 0.296], [-0.365, -0.033, -0.034], [0.040, 0.317, 0.165], [0.392, 0.023, 0.079], [0.077, -0.213, -0.179], [0.121, -0.654, -0.334], [-0.203, 0.473, -0.239], [0.003, -0.257, -0.287], [-0.154, 0.284, -0.115], [0.203, -0.519, -0.035], [-0.063, 0.072, 0.209], [0.041, -0.220, -0.340], [-0.017, 0.100, -0.184], [0.142, 0.193, 0.174], [0.210, -0.152, 0.310], [-0.164, 0.187, -0.160], [-0.450, -0.042, 0.207], [0.317, -0.100, -0.126], [0.019, -0.059, -0.125], [0.053, 0.036, -0.001], [0.004, -0.022, 0.012], [-0.014, -0.042, -0.016], [0.031, -0.026, 0.029], [0.097, -0.056, 0.081], [-0.030, 0.067, 0.036], [0.001, -0.010, 0.030], [-0.173, 0.064, 0.025]], "charge": 1, "lumo_ha": -0.16257, "orbital_gap_ev": 6.6959}



No. 2
{"formula": "C29H52N2O21P2S", "method": "ωB97M-V with the def2-TZVPD basis set", "symbols": ["C", "C", "O", "C", "C", "C", "N", "S", "N", "C", "C", "P", "O", "O", "C", "P", "C", "C", "C", "H", "H", "H", "H", "H", "H", "H", "H", "H", "H", "H", "H", "H", "H", "H", "H", "C", "O", "C", "O", "O", "C", "H", "H", "H", "H", "H", "H", "C", "O", "C", "O", "O", "C", "H", "H", "H", "H", "H", "H", "C", "O", "C", "O", "O", "C", "H", "H", "H", "H", "H", "H", "C", "O", "C", "O", "O", "C", "H", "H", "H", "H", "H", "H", "C", "O", "C", "O", "O", "C", "H", "H", "H", "H", "H", "H", "C", "O", "C", "O", "O", "C", "H", "H", "H", "H", "H", "H"], "coordinates": [[-3.6894, 2.2865, -1.9037], [-3.7462, 1.1059, -0.7418], [-3.1583, -0.1873, -1.2076], [-1.8915, -0.2848, -0.4616], [-1.8862, -0.7508, 1.1270], [-0.5104, -0.8868, 2.0102], [-0.4610, -1.3145, 3.4614], [1.2721, -1.2298, 3.7608], [1.9512, -0.6743, 2.2214], [0.8573, -0.4700, 1.1942], [0.9118, -0.0005, -0.3825], [2.6090, 0.4323, -1.1286], [2.7667, 2.1048, -1.5740], [3.1209, -0.6657, -2.3747], [-0.4700, 0.0816, -1.2586], [-0.5937, 0.5583, -3.1034], [0.4835, -0.6231, -4.2157], [0.1447, 2.3330, -3.4236], [-0.7659, 2.9272, -4.6943], [-4.1093, 3.3148, -1.5318], [-4.3503, 1.9599, -2.8375], [-2.5706, 2.4830, -2.2406], [-4.8663, 0.9569, -0.3622], [-3.1606, 1.5451, 0.1857], [-2.9339, -1.0130, 1.5922], [1.9816, 2.6382, -1.2447], [3.8350, -0.2562, -2.9719], [0.9164, -1.4651, -3.5240], [1.3073, 0.0176, -4.7673], [-0.1893, -1.1191, -5.0433], [1.2597, 2.2825, -3.8153], [0.0014, 3.0441, -2.4999], [-0.1242, 3.4968, -5.4897], [-1.6980, 3.5472, -4.3334], [-1.2187, 1.9785, -5.2609], [6.3014, -1.8678, -8.2376], [5.8488, -1.2625, -7.0281], [5.6562, 0.0781, -7.1127], [5.8350, 0.7672, -8.1048], [5.2299, 0.5192, -5.9023], [4.9846, 1.9229, -5.8423], [6.4217, -2.9391, -8.0550], [5.5633, -1.7353, -9.0353], [7.2722, -1.4580, -8.5347], [4.1940, 2.2069, -6.5442], [5.9028, 2.4842, -6.0436], [4.6489, 2.1644, -4.8300], [-2.7100, -3.5269, -1.0028], [-3.2828, -4.7968, -1.3086], [-4.6241, -4.8655, -1.1144], [-5.3384, -3.9590, -0.7155], [-5.0330, -6.1176, -1.4409], [-6.4335, -6.3370, -1.2845], [-1.6351, -3.5862, -1.1942], [-3.1318, -2.7481, -1.6463], [-2.8585, -3.2806, 0.0536], [-7.0042, -5.6705, -1.9391], [-6.7308, -6.2031, -0.2394], [-6.6482, -7.3696, -1.5734], [-7.7972, 2.2894, -0.7998], [-8.9542, 2.8931, -1.3751], [-8.6880, 3.7610, -2.3838], [-7.5803, 4.0460, -2.8111], [-9.8680, 4.2569, -2.8346], [-9.7414, 5.1908, -3.9050], [-8.1276, 1.6153, -0.0048], [-7.2567, 1.7004, -1.5479], [-7.1445, 3.0492, -0.3579], [-9.2786, 4.7180, -4.7772], [-9.1665, 6.0666, -3.5872], [-10.7452, 5.5217, -4.1854], [-0.3313, -0.2345, 6.5776], [-1.0671, -0.3816, 7.7905], [-2.3930, -0.1170, 7.6747], [-2.9703, 0.2216, 6.6535], [-2.9654, -0.2945, 8.8923], [-4.3700, -0.0492, 8.9217], [0.7157, -0.4705, 6.7867], [-0.6964, -0.9328, 5.8175], [-0.3860, 0.7973, 6.2156], [-4.8966, -0.7400, 8.2554], [-4.5861, 0.9900, 8.6535], [-4.7218, -0.2210, 9.9427], [6.4022, 2.3085, 7.7189], [6.1860, 2.3043, 6.3091], [5.1327, 1.5485, 5.9081], [4.3941, 0.9039, 6.6360], [5.0436, 1.6343, 4.5567], [3.9715, 0.8831, 3.9905], [7.2679, 2.9436, 7.9261], [5.5356, 2.7267, 8.2410], [6.6223, 1.2983, 8.0787], [3.0078, 1.2443, 4.3636], [4.0945, -0.1841, 4.2013], [3.9954, 1.0244, 2.9064], [4.3840, -2.1674, 0.9235], [5.1685, -3.0142, 1.7611], [6.4962, -2.7343, 1.7512], [7.0380, -1.8505, 1.1060], [7.1167, -3.6080, 2.5836], [8.5290, -3.4307, 2.6735], [3.3399, -2.4809, 1.0090], [4.4583, -1.1252, 1.2503], [4.6894, -2.2692, -0.1229], [8.7691, -2.4390, 3.0702], [9.0002, -3.5831, 1.6971], [8.9207, -4.1818, 3.3652]], "forces_ev_per_angstrom": [[-0.084, -0.502, -0.442], [-0.976, 2.363, 0.433], [2.684, 1.709, 3.187], [2.178, -1.050, 2.351], [1.427, 0.738, -2.754], [-1.115, 0.519, -1.268], [3.289, 2.005, -6.007], [-1.894, 1.162, -4.451], [-4.424, 0.014, -1.144], [-0.160, -1.352, 3.610], [-5.101, -0.505, -0.885], [3.282, -0.373, 2.749], [-2.494, -1.116, 0.050], [-0.644, 2.341, -0.875], [1.538, -1.242, 5.065], [-0.342, 0.181, -0.436], [0.497, -0.331, -0.066], [0.140, 0.800, -1.013], [-0.448, -1.240, -0.285], [0.663, -2.117, -0.378], [1.620, 0.690, 1.951], [-2.391, -0.611, 0.648], [2.411, -0.032, -1.100], [-1.094, -1.199, -1.878], [2.349, 0.600, -0.988], [1.165, -0.900, -0.762], [-1.496, -0.683, 1.333], [-0.505, 1.701, -1.586], [-1.433, -1.498, 1.312], [1.134, 1.112, 1.813], [-2.198, 0.181, 1.240], [0.522, -1.482, -1.733], [-1.202, -0.857, 1.775], [2.041, -1.117, -0.692], [0.923, 2.079, 1.106], [0.182, -0.270, -0.463], [-0.236, 1.109, 0.168], [0.140, 0.167, -0.534], [-0.289, -1.001, 1.514], [0.277, -0.525, -0.759], [-0.087, 0.540, 0.036], [-0.119, 0.279, 0.255], [0.215, 0.125, 0.111], [-0.268, 0.046, -0.028], [0.264, -0.027, -0.001], [-0.223, -0.107, -0.119], [0.099, -0.316, -0.113], [0.218, 0.485, 0.059], [-1.133, -0.336, 0.082], [-0.144, 0.387, 0.136], [0.992, -1.305, -0.555], [0.472, 0.889, 0.200], [-0.491, -0.105, 0.048], [-0.233, -0.273, -0.013], [-0.050, -0.099, 0.265], [-0.103, 0.020, -0.246], [0.102, -0.005, 0.247], [0.026, 0.142, -0.227], [0.346, 0.182, 0.002], [0.387, -0.243, 0.226], [0.033, 0.716, -0.806], [0.367, 0.104, -0.160], [-1.559, -0.409, 0.618], [0.846, -0.513, 0.503], [0.016, 0.355, -0.404], [-0.218, 0.218, -0.233], [-0.005, 0.234, 0.084], [-0.035, -0.109, -0.223], [0.067, 0.132, 0.224], [0.035, -0.244, -0.108], [0.103, -0.257, 0.281], [0.271, -0.035, -0.399], [-1.111, 0.186, 0.160], [-0.128, 0.110, -0.429], [0.805, -0.472, 1.479], [0.593, 0.088, -0.840], [-0.496, 0.080, 0.038], [-0.243, 0.035, 0.292], [-0.127, 0.311, 0.177], [-0.124, -0.221, -0.047], [0.116, 0.241, -0.006], [0.029, -0.240, -0.116], [0.365, -0.034, -0.138], [0.100, 0.018, 0.503], [-0.779, -0.537, -0.469], [-0.249, -0.212, 0.117], [1.014, 0.897, -0.994], [0.243, 0.052, 1.204], [-0.299, -0.155, -0.334], [-0.159, -0.082, -0.346], [0.094, -0.237, -0.086], [-0.211, 0.164, -0.042], [0.180, -0.141, 0.060], [-0.065, 0.178, 0.082], [0.203, 0.099, 0.282], [-0.272, 0.376, -0.436], [1.256, -0.043, 0.232], [-0.005, 0.386, -0.323], [-0.725, -1.293, 0.948], [-0.569, 0.536, -0.536], [0.479, 0.043, 0.049], [0.351, -0.112, 0.179], [0.050, -0.232, -0.210], [0.073, 0.146, 0.203], [-0.040, -0.118, -0.238], [-0.105, 0.200, 0.147], [-0.368, 0.053, -0.106]], "charge": 0, "lumo_ha": -0.08209, "smiles": "CCOc1cc2nsnc2c(P(O)O)c1P(C)CC.COC(=O)OC.COC(=O)OC.COC(=O)OC.COC(=O)OC.COC(=O)OC.COC(=O)OC", "orbital_gap_ev": 5.8748}